C3H9N3O | ωB97M-V with the def2-TZVPD basis set

```
16
C3H9N3O (ωB97M-V with the def2-TZVPD basis set)
C 0.52596 -0.36208 -1.47273
C -1.50226 1.14435 -0.10799
N -0.16053 0.66482 0.15585
C 0.26430 -0.25311 0.91638
N 1.64402 -1.16019 -1.48550
O -0.39074 0.75465 2.43749
N 1.13558 -1.07210 1.26679
H -1.35390 0.67145 2.43776
H 1.13354 -1.13818 2.28800
H 2.46584 -0.69472 -1.10995
H 1.51156 -2.04446 -1.00248
H 0.63716 0.54700 -2.05477
H -0.38119 -0.90676 -1.71885
H -1.60604 1.36580 -1.17581
H -2.27509 0.42190 0.16489
H -1.64821 2.06164 0.46091
```

## Properties
* energy relative to the best compared isomer or geometry (same formula, charge and spin): 5.112 eV
* HOMO level: -8.107 eV
* E: -9770.4270 eV
* Kohn-Sham gap: 8.77 eV
* multiplicity: 1
* F_max: 5.5 eV Å⁻¹

=====

C56H48CdN2O4P3SSeSi | ωB97M-V with the def2-TZVPD basis set

```
117
C56H48CdN2O4P3SSeSi (ωB97M-V with the def2-TZVPD basis set)
Cd -0.87024 0.26727 -0.82760
C -2.88472 -4.18240 3.90426
C -2.00205 -3.17148 4.25311
C -1.26775 -2.52524 3.27947
C -1.37250 -2.91328 1.94485
C -2.27639 -3.91229 1.59982
C -3.02521 -4.54466 2.57384
P -0.55173 -1.94685 0.62630
C -0.25021 -3.05177 -0.74755
C -0.88866 -2.64218 -2.03064
C -0.69540 -3.62733 -3.11217
C 0.17812 -4.65313 -3.01254
C 0.88657 -4.91011 -1.81936
C 0.68099 -4.09272 -0.73693
C 1.04204 -1.65789 1.50176
C 1.66182 -2.74369 2.12359
C 2.90323 -2.61908 2.71607
C 3.51652 -1.37785 2.76268
C 2.87647 -0.28386 2.21316
C 1.65983 -0.40336 1.54624
Si 0.94416 1.12512 0.63412
C 2.46436 2.05792 -0.04583
C 2.57362 3.44231 0.04214
C 3.61665 4.12305 -0.55471
C 4.55450 3.43229 -1.30709
C 4.44430 2.06119 -1.44719
C 3.41292 1.37085 -0.81359
P 3.30668 -0.46849 -0.90966
C 2.83383 -0.81584 -2.64094
C 2.19668 0.04852 -3.53340
C 1.88162 -0.41062 -4.81046
C 2.07313 -1.73001 -5.15846
C 2.58756 -2.62317 -4.23164
C 2.95249 -2.16505 -2.98471
C 5.12248 -0.75532 -0.94128
C 5.82788 -1.50055 -1.87778
C 7.19524 -1.67680 -1.74318
C 7.87809 -1.12025 -0.67660
C 7.17838 -0.39293 0.27352
C 5.81639 -0.21998 0.14457
C 0.35972 2.22227 2.11245
C 1.28624 2.76545 2.99813
C 0.90494 3.54090 4.07568
C -0.43592 3.82200 4.28177
C -1.37551 3.30787 3.41184
C -0.98783 2.49415 2.34951
P -2.30624 1.82485 1.25709
C -3.56703 1.33154 2.47132
C -4.91550 1.35205 2.11904
C -5.86717 0.86698 2.99547
C -5.48253 0.33759 4.21725
C -4.13968 0.26808 4.55198
C -3.18405 0.75788 3.68260
C -2.83444 3.46253 0.62865
C -3.90907 4.23051 1.06136
C -4.12611 5.48104 0.50720
C -3.28923 5.97136 -0.48040
C -2.22227 5.20432 -0.92257
C -1.99404 3.96172 -0.36725
H -3.46825 -4.67747 4.66923
H -1.89522 -2.88569 5.29249
H -0.59345 -1.72176 3.54896
H -2.36854 -4.18214 0.55440
H -3.73174 -5.31644 2.29840
H -1.94217 -2.34247 -1.91839
H -1.21064 -3.41439 -4.03954
H 0.31664 -5.32213 -3.85548
H 1.56678 -5.74697 -1.75450
H 1.21459 -4.30900 0.17787
H 1.15355 -3.69812 2.15154
H 3.38407 -3.48651 3.15115
H 4.48192 -1.26575 3.23698
H 3.33940 0.69189 2.28597
H 1.83286 3.99066 0.60597
H 3.69910 5.19512 -0.44093
H 5.37067 3.96043 -1.77986
H 5.15937 1.52547 -2.05899
H 2.10443 1.56128 -2.35139
H 1.42522 0.29004 -5.49178
H 1.78007 -2.06204 -6.14276
H 2.67555 -3.66933 -4.47642
H 3.31065 -2.85407 -2.22861
H 5.31966 -1.93922 -2.72407
H 7.73574 -2.25156 -2.48258
H 8.94822 -1.24820 -0.58393
H 7.69892 0.04055 1.11557
H 5.26736 0.34785 0.88188
H 2.33649 2.57535 2.83849
H 1.65222 3.92932 4.75349
H -0.74470 4.43529 5.11700
H -2.42477 3.52864 3.56075
H -5.20776 1.73537 1.15055
H -6.91423 0.90115 2.72613
H -6.22797 -0.04615 4.89973
H -3.83452 -0.16418 5.49636
H -2.13513 0.70479 3.94342
H -4.58131 3.85959 1.82304
H -4.95666 6.07948 0.85418
H -3.47214 6.94518 -0.91101
H -1.57104 5.56897 -1.70298
H -1.15879 3.35212 -0.70361
C -4.69733 0.94270 -3.93369
N -4.18503 0.70557 -2.60560
C -4.36413 -0.46235 -1.97685
N -5.19022 -1.38902 -2.53486
S -3.77952 -0.69551 -0.43067
H -4.45836 1.96953 -4.19983
H -5.77973 0.79644 -3.95112
H -4.21163 0.27975 -4.65482
H -3.26184 1.12353 -2.45185
H -5.14575 -1.46359 -3.54096
H -5.22131 -2.27404 -2.04992
O -2.36626 -0.95848 -4.09903
Se -0.96723 -0.23993 -3.72561
O -1.40519 1.05008 -2.75286
O -0.22388 -1.31616 -2.45627
O 1.82701 1.32311 -3.25008
```

## Properties
* energy relative to the best compared isomer or geometry (same formula, charge and spin): 1.872 eV
* net charge: -1
* HOMO level: -3.321 eV
* E: -186512.8020 eV
* Kohn-Sham gap: 5.74 eV
* multiplicity: 1
* F_max: 1.4 eV Å⁻¹

=====

C34H62N2O24 | ωB97M-V with the def2-TZVPD basis set

```
122
C34H62N2O24 (ωB97M-V with the def2-TZVPD basis set)
C -1.58627 4.48409 3.61290
C -0.87328 5.13944 2.45837
C 0.44601 5.88973 2.74459
O 1.13828 5.33427 1.63771
C 0.54419 4.38822 0.99292
O 0.95362 3.85028 -0.04275
O -0.62308 4.13816 1.53165
H -1.97062 5.13134 4.35531
H -0.97343 3.71860 4.06767
H -2.33824 3.79085 3.25080
H -1.53510 5.85152 1.90346
H 0.97644 5.67875 3.57129
H 0.38835 7.02320 2.70593
C 0.60267 0.24329 -0.72473
C 0.47465 -0.66358 0.48718
C -0.42062 0.05616 1.58689
O -1.70689 -0.23850 1.30397
C -1.65358 -1.25100 0.42966
O -2.74098 -1.78634 0.09069
O -0.45766 -1.58045 0.05473
H -0.31094 0.28968 -1.28135
H 1.28374 -0.31750 -1.36661
H 0.99308 1.22662 -0.45970
H 1.34408 -1.30817 0.89727
H -0.27904 1.13451 1.63478
H -0.18416 -0.27984 2.64709
C 1.17414 3.32511 -3.10842
O 2.37273 3.51182 -3.87784
C 2.89669 2.43297 -4.36306
O 2.87195 1.18144 -3.65317
O 3.59682 2.60746 -5.48338
C 4.09229 1.54564 -6.25390
H 0.34581 3.19083 -3.75278
H 0.92385 4.25592 -2.60019
H 1.23212 2.37486 -2.47515
H 4.55273 1.99632 -7.17481
H 3.29445 0.88080 -6.57634
H 4.81764 1.03192 -5.77952
C 1.06765 -3.43846 2.66224
O -0.18073 -4.08962 2.60443
C -1.22272 -3.44929 3.03944
O -1.18555 -2.24615 3.75330
O -2.29413 -4.16575 2.94981
C -3.39484 -3.61160 3.50987
H 1.06733 -2.34582 2.82636
H 1.49052 -3.63872 1.65577
H 1.62063 -3.87374 3.51704
H -3.27627 -3.20728 4.54219
H -4.16263 -4.44003 3.49859
H -3.71461 -2.76440 2.93470
C -1.42327 -4.84198 -0.64909
O -0.86718 -5.89135 -1.39872
C 0.47979 -6.12020 -1.36165
O 1.40335 -5.26837 -0.71868
O 0.82833 -7.24483 -2.08311
C 2.13347 -7.27883 -2.52105
H -2.31804 -4.33277 -1.04728
H -0.71449 -4.10813 -0.37522
H -1.81266 -5.29056 0.30732
H 2.19925 -8.25889 -2.99063
H 2.90203 -7.27467 -1.73190
H 2.49163 -6.44849 -3.04324
C -2.71685 3.16789 -4.89278
O -3.45712 3.34770 -3.65853
C -3.22858 2.60171 -2.56506
O -2.19607 1.75973 -2.48871
O -4.12961 2.76541 -1.57297
C -4.10222 1.72473 -0.57502
H -3.07315 2.24569 -5.29416
H -1.69480 2.96732 -4.69177
H -2.59970 3.95992 -5.66161
H -4.70088 1.84842 0.24351
H -3.05802 1.59728 -0.24388
H -4.42213 0.86425 -1.14574
C 2.58236 -2.79123 -1.98500
O 2.87672 -1.90502 -1.03517
C 4.02084 -2.14032 -0.46678
O 4.97516 -3.10364 -0.94346
O 4.31224 -1.31965 0.58417
C 5.45717 -1.60046 1.42359
H 3.16769 -2.52556 -2.86407
H 1.57921 -2.60750 -2.23665
H 2.78242 -3.76210 -1.64427
H 5.91316 -0.66544 1.38060
H 6.07423 -2.21868 0.89628
H 5.29779 -1.99608 2.44208
C 1.64144 3.60996 5.90807
O 2.63367 3.10339 5.10154
C 2.20818 2.29873 4.06588
O 0.91790 1.95596 3.83041
O 3.22352 2.05957 3.16697
C 2.88191 1.19212 2.09432
H 1.27764 2.98240 6.72884
H 0.85383 4.03487 5.29116
H 2.01650 4.43057 6.45217
H 2.15904 1.75849 1.58064
H 2.52244 0.21481 2.31737
H 3.80326 1.07986 1.58970
C -5.13099 0.27603 2.83326
C -3.90878 1.14744 2.96056
C -2.83194 0.62625 3.86029
C -3.15718 0.65449 5.26411
N -3.46805 0.63374 6.36153
H -5.67634 0.22514 3.75434
H -4.94684 -0.65683 2.40490
H -5.82782 0.73095 2.14370
H -4.33300 2.13571 3.40756
H -3.49723 1.30410 2.04294
H -1.96318 1.24474 3.76901
H -2.54230 -0.33894 3.42061
C -1.00278 -1.82249 -3.54009
C -0.79808 -0.60838 -4.49976
C 0.55631 -0.51538 -5.17603
C 0.75610 -1.36438 -6.40036
N 0.99331 -2.02693 -7.36600
H -0.31253 -1.78523 -2.69526
H -1.03748 -2.86998 -3.96901
H -1.90273 -1.61799 -2.92830
H -1.24645 0.41169 -4.21687
H -1.36373 -0.89358 -5.38946
H 1.33757 -0.88863 -4.48249
H 0.72572 0.41484 -5.56245
```

## Properties
* structure (SMILES): C[C@H]1COC(=O)O1.C[C@H]1COC(=O)O1.COC(=O)OC.COC(=O)OC.COC(=O)OC.COC(=O)OC.COC(=O)OC.COC(=O)OC.CCCC#N.CCCC#N
* energy relative to the best compared isomer or geometry (same formula, charge and spin): 2.484 eV
* HOMO level: -10.038 eV
* E: -88372.1236 eV
* Kohn-Sham gap: 10.35 eV
* multiplicity: 1
* F_max: 8.8 eV Å⁻¹